No. 1
{
  "formula": "C25H44Cl3N4O3SiTb",
  "method": "the ωB97M-V functional and the def2-TZVPD basis",
  "elements": ["C", "C", "H", "H", "H", "C", "C", "H", "H", "H", "H", "Tb", "Cl", "Cl", "H", "H", "C", "C", "N", "H", "C", "O", "H", "H", "H", "H", "H", "H", "C", "C", "N", "H", "C", "O", "H", "H", "H", "H", "O", "C", "C", "C", "H", "C", "H", "C", "H", "C", "C", "H", "H", "H", "Si", "Cl", "C", "C", "C", "H", "H", "H", "H", "H", "H", "H", "H", "H", "C", "C", "C", "C", "N", "N", "C", "H", "H", "H", "H", "H", "H", "H", "H"],
  "coordinates": [[-4.175, -2.596, -2.164], [-3.484, -1.254, -2.194], [-4.922, -2.625, -2.964], [-4.672, -2.744, -1.201], [-3.509, -3.428, -2.426], [-4.197, -0.139, -2.669], [-5.657, 0.004, -2.825], [-3.625, 0.614, -3.206], [-6.318, -0.253, -1.995], [-6.011, -0.533, -3.713], [-5.802, 1.066, -3.056], [1.669, -0.028, 1.468], [2.607, -2.051, 0.107], [1.601, -0.322, 4.025], [6.265, 0.061, 4.443], [6.414, -2.844, 3.834], [5.215, -0.251, 4.382], [5.333, -2.653, 3.784], [5.062, -1.279, 3.370], [4.561, 0.599, 4.172], [4.655, -0.933, 2.138], [3.975, 0.094, 1.881], [4.842, -3.361, 3.104], [4.976, -1.624, 1.336], [4.971, -0.681, 5.346], [4.940, -2.777, 4.801], [-3.343, 0.203, 1.258], [-3.292, 2.391, -1.010], [-3.081, 1.158, 1.738], [-3.076, 2.878, -0.052], [-2.303, 2.002, 0.821], [-2.561, 0.976, 2.682], [-0.994, 2.338, 0.940], [-0.220, 2.080, 1.881], [-2.477, 3.778, -0.227], [-0.637, 2.885, 0.059], [-4.021, 1.685, 1.910], [-4.015, 3.118, 0.445], [-2.583, -1.106, -0.980], [-1.878, -1.176, -2.202], [-1.238, 1.312, -2.324], [-1.217, 0.007, -2.830], [-1.680, 1.465, -1.343], [-0.638, 2.345, -3.028], [-1.352, -2.148, -2.246], [-0.637, -0.226, -4.100], [-0.589, 3.339, -2.579], [-0.051, 2.111, -4.269], [-0.023, 0.817, -4.795], [-0.656, -1.222, -4.524], [0.447, 2.933, -4.815], [0.487, 0.627, -5.736], [-1.115, -2.833, 2.118], [-0.647, -0.753, 0.892], [-1.378, -2.396, 3.925], [0.554, -3.767, 2.211], [-2.412, -3.948, 1.417], [-1.175, -1.346, 4.181], [-0.681, -2.996, 4.535], [-2.396, -2.649, 4.263], [-3.433, -3.551, 1.601], [-2.319, -4.931, 1.943], [-2.277, -4.110, 0.331], [1.399, -3.142, 1.884], [0.545, -4.657, 1.562], [0.741, -4.092, 3.252], [3.027, 5.085, -0.585], [2.792, 3.653, -0.818], [3.134, 2.810, -1.867], [2.668, 1.524, -1.538], [2.067, 1.579, -0.318], [2.135, 2.897, 0.082], [2.756, 0.316, -2.358], [4.090, 5.312, -0.432], [2.699, 5.666, -1.452], [2.483, 5.444, 0.299], [3.633, 3.078, -2.775], [1.664, 3.204, 0.930], [3.776, 0.185, -2.741], [2.512, -0.581, -1.771], [2.077, 0.366, -3.221]],
  "spin_multiplicity": 7,
  "relative_energy_kj_mol": 370.3,
  "charge": 0,
  "homo_lumo_gap_ev": [3.597, 3.664],
  "lumo_energy_ev": [-0.03, 0.04],
  "e_homo_ev": [-3.62, -3.62]
}

=====

No. 2
{
  "formula": "C3H2IrO2",
  "method": "the ωB97M-V functional and the def2-TZVPD basis",
  "elements": ["O", "C", "C", "H", "H", "C", "O", "Ir"],
  "coordinates": [[-0.980, -1.032, 0.060], [-1.496, 0.446, 0.698], [-1.468, 0.466, -0.557], [-1.426, 0.753, 1.732], [-1.365, 0.800, -1.579], [1.174, -1.380, -0.073], [2.131, -0.731, -0.125], [3.431, 0.678, -0.156]],
  "spin_multiplicity": 5,
  "relative_energy_kj_mol": 393.6,
  "charge": 3,
  "homo_lumo_gap_ev": [7.649, 7.051],
  "lumo_energy_ev": [-17.50, -19.25],
  "e_homo_ev": [-25.15, -26.30]
}

=====

No. 3
{
  "formula": "C5H10O",
  "method": "the ωB97M-V functional and the def2-TZVPD basis",
  "elements": ["C", "C", "C", "C", "C", "O", "H", "H", "H", "H", "H", "H", "H", "H", "H", "H"],
  "coordinates": [[-0.098, 0.251, -1.687], [0.376, -0.754, -0.661], [1.485, -0.440, 0.301], [0.080, -0.626, 0.812], [-0.664, 0.562, 1.384], [-2.019, 0.642, 0.987], [-1.113, 0.013, -2.031], [-0.099, 1.275, -1.294], [0.553, 0.245, -2.568], [0.365, -1.779, -1.028], [2.236, -1.196, 0.511], [1.870, 0.579, 0.297], [-0.132, -1.567, 1.317], [-0.684, 0.481, 2.476], [-0.129, 1.495, 1.146], [-2.027, 0.819, 0.039]],
  "relative_energy_kj_mol": 107.8,
  "charge": 0,
  "homo_lumo_gap_ev": 11.235,
  "lumo_energy_ev": 1.04,
  "e_homo_ev": -10.19
}

=====

No. 4
{
  "formula": "C5H10N5",
  "method": "the ωB97M-V functional and the def2-TZVPD basis",
  "elements": ["C", "C", "C", "C", "C", "N", "N", "N", "N", "N", "H", "H", "H", "H", "H", "H", "H", "H", "H", "H"],
  "coordinates": [[-0.648, 1.332, 0.251], [-1.505, -0.933, 0.248], [3.134, -0.550, 0.334], [1.985, -1.114, 0.541], [-1.819, 0.419, 0.290], [0.611, 0.772, 0.243], [-0.237, -1.284, 0.660], [-0.722, 2.657, 0.061], [-2.336, -1.904, -0.034], [0.706, -0.486, 0.445], [3.992, -1.247, 0.438], [3.398, 0.464, 0.072], [1.749, -2.110, 0.771], [-2.808, 0.988, 0.275], [0.765, 0.799, -2.443], [-1.650, 2.945, -0.258], [0.126, 3.110, -0.455], [-3.308, -1.838, 0.209], [-2.044, -2.875, 0.073], [0.612, 0.856, -1.720]],
  "relative_energy_kj_mol": 280.0,
  "charge": 1,
  "homo_lumo_gap_ev": [8.514, 8.514],
  "lumo_energy_ev": [-4.96, -4.96],
  "e_homo_ev": [-13.47, -13.47]
}